*P*
{
  "formula": "C6H5NO",
  "method": "ωB97M-V/def2-TZVPD",
  "smiles": "C#CC(=C)[C@@H](O)C#N",
  "lumo_energy_ha": -0.007,
  "homo_lumo_gap_ev": 9.017,
  "homo_ev": -9.20,
  "species": ["C", "C", "C", "C", "C", "O", "C", "N", "H", "H", "H", "H", "H"],
  "positions_angstrom": [[-1.64, 1.24, 1.59], [-0.65, 0.93, 0.92], [0.42, 0.27, 0.27], [1.60, 0.53, 1.05], [0.18, -0.70, -0.87], [-0.51, -1.74, -0.03], [-0.46, -0.34, -2.14], [-0.62, -0.31, -3.37], [-2.32, 1.70, 2.25], [1.71, 1.30, 2.00], [2.46, 0.21, 0.31], [1.09, -1.09, -1.07], [-1.25, -2.00, -0.88]]
}

***

*Q*
{
  "formula": "C6H5NO",
  "method": "ωB97M-V/def2-TZVPD",
  "smiles": "C#C[C@@]12C[C@@H]1C=NO2",
  "lumo_energy_ha": 0.023,
  "homo_lumo_gap_ev": 9.980,
  "homo_ev": -9.36,
  "species": ["C", "C", "C", "C", "C", "C", "N", "O", "H", "H", "H", "H", "H"],
  "positions_angstrom": [[3.17, -0.58, -0.09], [1.85, -0.26, -0.29], [0.32, -0.26, -0.12], [-0.17, 0.91, 0.88], [-0.90, 0.61, -0.48], [-2.04, -0.31, -0.30], [-1.58, -1.47, -0.01], [-0.27, -1.63, 0.48], [4.14, -0.88, -0.42], [-0.70, 0.79, 1.77], [0.43, 1.87, 0.61], [-1.13, 1.31, -1.38], [-3.12, -0.10, -0.64]]
}

***

*R*
{
  "formula": "C6H5NO",
  "method": "ωB97M-V/def2-TZVPD",
  "lumo_energy_ha": [-0.025, -0.025],
  "homo_lumo_gap_ev": [7.668, 7.666],
  "homo_ev": [-8.34, -8.34],
  "species": ["C", "C", "C", "C", "C", "N", "C", "O", "H", "H", "H", "H", "H"],
  "positions_angstrom": [[1.20, 0.29, 0.67], [-1.52, -0.76, -0.61], [0.48, -0.77, -0.19], [-1.96, 0.53, -0.27], [0.42, 1.53, 0.30], [0.92, -1.82, -0.67], [-0.80, 1.17, 0.00], [-1.89, -1.82, -0.94], [1.89, -2.05, -0.42], [1.12, 0.01, 1.73], [2.26, 0.37, 0.42], [-2.99, 0.83, -0.12], [0.86, 2.49, 0.10]]
}

***

Which of them is the most stable? Correct choice: *R*.

***

*P*
{
  "formula": "C6H5NO",
  "method": "ωB97M-V/def2-TZVPD",
  "smiles": "C#C[C@](O)(C#N)C=C",
  "lumo_energy_ha": 0.018,
  "homo_lumo_gap_ev": 10.962,
  "homo_ev": -10.48,
  "species": ["C", "C", "C", "O", "C", "N", "C", "C", "H", "H", "H", "H", "H"],
  "positions_angstrom": [[-1.95, -1.68, -0.37], [-1.11, -0.91, -0.03], [0.01, 0.00, 0.25], [0.46, -0.06, 1.57], [-0.54, 1.32, 0.00], [-1.16, 2.23, -0.38], [1.12, -0.20, -0.72], [2.45, -0.34, -0.50], [-2.57, -2.46, -0.76], [0.47, -0.99, 1.83], [0.68, -0.10, -1.82], [2.98, -0.25, 0.49], [3.04, -0.58, -1.40]]
}

***

*Q*
{
  "formula": "C6H5NO",
  "method": "ωB97M-V/def2-TZVPD",
  "smiles": "C#C[C@@](C)(C#N)C=O",
  "lumo_energy_ha": 0.007,
  "homo_lumo_gap_ev": 10.730,
  "homo_ev": -10.54,
  "species": ["C", "C", "C", "C", "C", "N", "C", "O", "H", "H", "H", "H", "H"],
  "positions_angstrom": [[2.35, -0.71, -0.47], [1.23, -0.21, -0.44], [-0.15, 0.21, -0.11], [-0.51, 0.10, 1.39], [-0.24, 1.57, -0.49], [-0.38, 2.67, -0.74], [-1.03, -0.68, -1.08], [-2.03, -1.20, -0.59], [3.32, -1.28, -0.51], [0.03, 1.05, 1.95], [-0.20, -0.89, 1.81], [-1.65, 0.13, 1.48], [-0.75, -0.76, -2.20]]
}

***

Which of them is the most stable? Correct choice: *Q*.

***

*P*
{
  "formula": "CH5NOS2",
  "method": "ωB97M-V/def2-TZVPD",
  "smiles": "NC=O.SS",
  "lumo_energy_ha": 0.006,
  "homo_lumo_gap_ev": 8.586,
  "homo_ev": -8.43,
  "species": ["N", "C", "O", "H", "H", "H", "S", "S", "H", "H"],
  "positions_angstrom": [[0.76, 0.71, 1.06], [1.47, 1.82, 1.18], [2.58, 1.94, 0.69], [1.34, -0.10, 0.88], [-0.10, 0.67, 1.68], [1.17, 2.62, 1.97], [-1.06, -2.38, -2.60], [-2.74, -2.72, -1.56], [-0.83, -1.10, -2.22], [-2.59, -1.46, -1.08]]
}

***

*Q*
{
  "formula": "CH5NOS2",
  "method": "ωB97M-V/def2-TZVPD",
  "smiles": "NC=O.SS",
  "lumo_energy_ha": 0.009,
  "homo_lumo_gap_ev": 8.821,
  "homo_ev": -8.58,
  "species": ["N", "C", "O", "H", "H", "H", "S", "S", "H", "H"],
  "positions_angstrom": [[0.88, 0.33, 1.23], [1.73, -0.07, 0.14], [1.94, 0.38, -1.01], [0.02, 0.87, 1.15], [0.81, -0.40, 1.99], [2.34, -0.89, 0.52], [-1.96, 0.83, -1.60], [-1.99, -0.96, -0.59], [-0.69, 0.64, -2.10], [-3.08, -0.72, 0.26]]
}

***

Which of them is the most stable? Correct choice: *Q*.

***

*P*
{
  "formula": "C13H13OP",
  "method": "ωB97M-V/def2-TZVPD",
  "lumo_energy_ha": [0.034, -0.048],
  "homo_lumo_gap_ev": [9.380, 7.364],
  "homo_ev": [-8.46, -8.66],
  "spin_multiplicity": 3,
  "species": ["C", "C", "C", "C", "C", "C", "C", "C", "C", "C", "C", "C", "C", "O", "P", "H", "H", "H", "H", "H", "H", "H", "H", "H", "H", "H", "H", "H"],
  "positions_angstrom": [[0.39, 3.34, 1.58], [1.25, 2.91, 0.55], [-0.86, 2.76, 1.76], [0.89, 1.77, -0.13], [-1.32, 1.80, 0.84], [-0.37, 1.22, 0.02], [-1.94, -1.63, 0.37], [-1.09, -2.66, 0.29], [-1.50, -2.02, -1.89], [-1.90, -0.91, -0.95], [-0.33, -2.52, -1.02], [-0.56, -0.06, -0.80], [0.45, -1.17, -0.92], [0.29, -0.23, -1.94], [5.06, -0.66, 0.25], [0.55, 4.21, 2.09], [2.17, 3.28, 0.43], [-1.55, 3.33, 2.44], [1.62, 1.26, -0.74], [-2.28, 1.40, 0.95], [-2.59, -1.19, 1.11], [-0.99, -3.33, 1.12], [-2.19, -2.88, -2.10], [-1.05, -1.69, -2.85], [-2.79, -0.35, -1.28], [0.39, -3.29, -1.19], [4.99, -2.16, 0.44], [5.26, -0.54, 1.56]]
}

***

*Q*
{
  "formula": "C13H13OP",
  "method": "ωB97M-V/def2-TZVPD",
  "lumo_energy_ha": [0.030, -0.058],
  "homo_lumo_gap_ev": [8.034, 7.599],
  "homo_ev": [-7.21, -9.18],
  "spin_multiplicity": 3,
  "species": ["C", "C", "C", "C", "C", "C", "C", "C", "C", "C", "C", "C", "C", "O", "P", "H", "H", "H", "H", "H", "H", "H", "H", "H", "H", "H", "H", "H"],
  "positions_angstrom": [[3.14, -0.17, 0.24], [-0.38, 2.52, 0.01], [2.82, -0.14, -1.14], [2.23, -0.91, 1.03], [-0.19, 1.82, 1.21], [-1.37, 2.12, -0.93], [1.86, -0.93, -1.70], [1.01, -1.24, 0.56], [-0.97, 0.73, 1.52], [-2.08, 0.88, -0.71], [0.81, -1.42, -0.85], [-1.88, 0.27, 0.58], [-0.29, -2.15, -1.21], [-4.05, -1.39, 0.11], [-3.02, -1.10, 1.10], [4.08, 0.23, 0.59], [0.11, 3.56, 0.01], [3.34, 0.57, -1.83], [2.54, -0.91, 2.09], [0.62, 2.18, 1.84], [-1.46, 2.70, -1.95], [1.70, -0.84, -2.77], [0.41, -1.72, 1.23], [-1.04, 0.30, 2.52], [-2.83, 0.38, -1.27], [-0.53, -2.52, -2.20], [-1.01, -2.33, -0.35], [-3.55, -0.48, 2.27]]
}

***

Which of them is the most stable? Correct choice: *Q*.

***

*P*
{
  "formula": "C2H11NO3",
  "method": "ωB97M-V/def2-TZVPD",
  "smiles": "C=CN.O.O.O",
  "lumo_energy_ha": 0.030,
  "homo_lumo_gap_ev": 9.639,
  "homo_ev": -8.83,
  "species": ["C", "C", "N", "H", "H", "H", "H", "H", "O", "H", "H", "O", "H", "H", "O", "H", "H"],
  "positions_angstrom": [[0.38, 1.29, 1.17], [1.30, 0.38, 1.42], [1.28, -0.97, 1.17], [-0.68, 1.11, 0.93], [0.46, 2.25, 1.53], [2.35, 0.80, 1.79], [0.38, -1.27, 0.87], [1.81, -1.70, 1.62], [1.00, 0.29, -1.53], [0.98, 1.09, -0.98], [1.29, -0.52, -1.18], [-1.62, 0.11, -1.95], [-1.98, 0.90, -2.32], [-0.67, 0.30, -1.74], [-2.08, -1.53, 0.02], [-2.62, -0.78, -0.10], [-1.57, -1.78, -0.74]]
}

***

*Q*
{
  "formula": "C2H11NO3",
  "method": "ωB97M-V/def2-TZVPD",
  "smiles": "NCCO.O.O",
  "lumo_energy_ha": 0.016,
  "homo_lumo_gap_ev": 10.219,
  "homo_ev": -9.77,
  "species": ["N", "C", "C", "O", "H", "H", "H", "H", "H", "H", "H", "O", "H", "H", "O", "H", "H"],
  "positions_angstrom": [[-0.47, 0.39, -0.14], [-1.00, -0.87, -0.67], [0.01, -1.72, -1.40], [-0.64, -2.97, -1.73], [0.21, 0.10, 0.56], [0.13, 0.76, -0.87], [-1.39, -1.50, 0.12], [-1.88, -0.65, -1.26], [0.24, -1.27, -2.37], [0.87, -1.92, -0.78], [-0.06, -3.70, -1.46], [-1.35, 2.39, 1.99], [-0.83, 1.82, 1.39], [-1.06, 3.28, 1.78], [2.03, 2.04, 1.49], [2.87, 2.25, 1.07], [2.32, 1.56, 2.27]]
}

***

Which of them is the most stable? Correct choice: *Q*.

***

*P*
{
  "formula": "C2H11NO3",
  "method": "ωB97M-V/def2-TZVPD",
  "smiles": "C=NC.O.O.O",
  "lumo_energy_ha": 0.002,
  "homo_lumo_gap_ev": 9.209,
  "homo_ev": -9.15,
  "species": ["C", "N", "C", "H", "H", "H", "H", "H", "O", "H", "H", "O", "H", "H", "O", "H", "H"],
  "positions_angstrom": [[-1.65, -0.01, -1.53], [-2.59, 0.17, -0.72], [-3.40, 1.38, -0.92], [-1.04, -0.99, -1.59], [-1.06, 0.83, -1.99], [-2.97, 2.34, -1.11], [-4.14, 1.27, -0.07], [-4.02, 1.12, -1.89], [-1.23, -2.02, 0.45], [-0.33, -1.47, 0.47], [-1.06, -2.50, 1.28], [5.67, 1.72, 2.40], [5.27, 1.02, 2.91], [5.09, 2.09, 1.75], [1.65, -1.17, -0.26], [1.64, -0.34, 0.08], [2.42, -1.00, -0.87]]
}

***

*Q*
{
  "formula": "C2H11NO3",
  "method": "ωB97M-V/def2-TZVPD",
  "smiles": "C=CN.O.O.O",
  "lumo_energy_ha": 0.030,
  "homo_lumo_gap_ev": 8.959,
  "homo_ev": -8.13,
  "species": ["C", "C", "N", "H", "H", "H", "H", "H", "O", "H", "H", "O", "H", "H", "O", "H", "H"],
  "positions_angstrom": [[-1.12, 1.24, -0.24], [-2.19, 0.42, -0.12], [-2.21, -0.90, -0.42], [-0.27, 1.06, -0.88], [-1.12, 2.16, 0.33], [-3.15, 0.90, 0.05], [-1.31, -1.31, -0.55], [-3.03, -1.42, -0.68], [0.88, 0.88, 2.14], [0.41, 1.49, 2.73], [0.22, 0.75, 1.44], [2.81, 0.15, -0.18], [3.51, 0.72, -0.48], [2.19, 0.73, 0.29], [0.82, -1.76, -1.35], [1.58, -1.41, -0.91], [0.82, -1.26, -2.15]]
}

***

Which of them is the most stable? Correct choice: *Q*.